Density functional theory data (the ωB97M-V functional and the def2-TZVPD basis) for 2 unconnected molecules or ions with the total composition C5H11NO.

```
18
Properties=species:S:1:pos:R:3
C 0.984 2.315 -0.459
N 0.397 -0.533 -1.076
C -0.429 0.241 -0.205
C -0.169 1.518 0.063
C -1.768 -1.729 0.498
C -1.568 -0.437 0.428
H 1.927 1.942 -0.117
H 1.119 2.097 -1.534
H 0.821 3.385 -0.439
H 0.718 0.124 -1.789
H -0.105 -1.219 -1.626
H -0.848 2.041 0.727
H -1.080 -2.399 0.004
H -2.574 -2.174 1.059
H -2.278 0.245 0.885
H 1.239 -1.446 0.597
H 1.985 -1.779 1.890
O 1.628 -2.194 1.092
```

Its SMILES is C=C/C(N)=C/C.O. The value obtained for the HOMO energy is -8.44 eV.

---

Density functional theory data (the ωB97M-V functional and the def2-TZVPD basis) for 2 unconnected molecules or ions with the total composition C4H10N.

```
15
Properties=species:S:1:pos:R:3
C 0.353 0.346 -2.241
C 1.588 -0.301 -1.586
C 1.262 -0.692 -0.185
C 0.101 -0.289 0.239
N -2.366 0.278 3.342
H -0.471 0.051 -1.496
H 0.386 1.431 -2.209
H 0.082 -0.003 -3.236
H 1.988 -1.054 -2.268
H 2.415 0.413 -1.468
H 1.981 -1.328 0.342
H -0.331 -0.591 1.221
H -1.978 0.116 2.422
H -3.256 0.751 3.238
H -1.754 0.871 3.885
```

The value obtained for the HOMO energy is -13.10 eV. The total charge is +1.

---

Density functional theory data (the ωB97M-V functional and the def2-TZVPD basis) for a single C4H6O4 molecule.

```
14
Properties=species:S:1:pos:R:3
C 0.103 -0.063 -0.247
C -1.554 -0.205 -0.195
C -2.208 1.134 0.026
C 1.979 -1.512 -0.285
O 0.695 0.940 -0.558
O -2.092 -1.275 0.498
O -2.068 -1.264 -0.949
O 0.569 -1.240 -0.048
H -1.516 1.764 -0.550
H -2.083 1.314 1.170
H -3.229 0.993 -0.459
H 2.064 -2.676 -0.271
H 2.687 -1.157 0.630
H 2.203 -0.935 -1.100
```

Its SMILES is COC(=O)C1(C)OO1. The value obtained for the HOMO energy is -10.45 eV.

---

Density functional theory data (the ωB97M-V functional and the def2-TZVPD basis) for a molecular structure, C11H13N4.

```
28
Properties=species:S:1:pos:R:3
C 3.188 0.248 -1.800
C -2.651 -1.066 0.767
C 2.173 1.235 -1.537
C 2.505 -0.934 -1.780
C -1.732 -2.557 -0.602
C -1.642 -0.360 0.440
C 0.348 -1.854 -1.424
C -0.332 1.237 -1.059
C -0.859 0.888 0.337
C -0.599 0.834 2.900
C 0.119 0.937 1.504
N -2.676 -2.424 0.241
N -0.790 -1.549 -0.699
N 0.988 0.597 -1.348
N 1.201 -0.733 -1.540
H 4.284 0.380 -1.786
H -3.375 -0.995 1.577
H 2.163 2.386 -1.695
H 3.019 -1.898 -1.759
H -1.662 -3.470 -1.082
H -0.934 0.720 -1.911
H -0.134 2.260 -1.141
H -1.620 1.642 0.544
H -1.478 1.572 3.089
H 0.125 1.078 3.651
H -0.970 -0.188 3.063
H 0.892 0.072 1.467
H 0.449 1.942 1.582
```

The value obtained for the HOMO energy is -13.23 eV. The total charge is +1.

---

Density functional theory data (the ωB97M-V functional and the def2-TZVPD basis) for 2 unconnected molecules or ions with the total composition C3H8FN2.

```
14
Properties=species:S:1:pos:R:3
C 1.206 1.378 0.813
C -2.067 -0.382 -1.151
C -0.913 -1.120 -0.900
N 2.089 0.710 1.549
N -0.199 -2.006 -0.828
F 0.003 0.454 0.510
H -2.931 -0.935 -0.686
H -2.087 0.557 -0.595
H -2.200 -0.210 -2.125
H 0.724 2.263 1.144
H 1.794 0.491 2.485
H 1.478 1.399 -0.331
H 2.553 -0.024 1.087
H 0.550 -2.576 -0.971
```

The value obtained for the HOMO energy (spin up / spin down) is -7.74 / -15.32 eV. The total charge is +1. Its multiplicity is 3.

---

Density functional theory data (the ωB97M-V functional and the def2-TZVPD basis) for a single C4H7NO2 molecule.

```
14
Properties=species:S:1:pos:R:3
C -1.369 -1.069 0.665
N -1.273 0.190 0.133
C 0.132 2.190 -0.176
C -0.060 0.727 -0.475
C 1.197 -0.025 -0.106
O 1.936 -0.640 -0.800
O -0.439 -1.835 0.690
H -2.349 -1.345 1.079
H -2.005 0.838 0.389
H 0.384 2.483 0.840
H -0.714 2.758 -0.570
H 0.962 2.552 -0.795
H -0.189 0.574 -1.555
H 1.516 0.286 0.919
```

Its SMILES is C[C@@H](C=O)NC=O. The value obtained for the HOMO energy is -9.62 eV.

---

Density functional theory data (the ωB97M-V functional and the def2-TZVPD basis) for 7 unconnected molecules or ions with the total composition C32H85N7O9.

```
133
Properties=species:S:1:pos:R:3
C 5.898 2.156 -0.814
O 5.399 0.823 -0.602
C 6.252 -0.093 -1.093
C 5.489 -1.395 -1.112
N 4.304 -1.336 -2.005
C 3.487 -2.559 -1.906
C 2.548 -2.852 -3.119
O 3.266 -3.631 -4.087
C 2.745 -3.476 -5.412
H 5.040 2.797 -0.612
H 6.080 2.399 -1.861
H 6.756 2.271 -0.153
H 6.984 -0.091 -0.285
H 6.825 0.126 -1.994
H 5.096 -1.618 -0.120
H 6.150 -2.233 -1.335
H 3.858 -0.577 -1.510
H 2.766 -2.405 -1.102
H 4.089 -3.441 -1.688
H 2.234 -1.908 -3.565
H 1.627 -3.362 -2.836
H 3.502 -3.970 -6.020
H 2.654 -2.443 -5.749
H 1.744 -3.906 -5.447
C -0.302 -0.850 -1.799
O 0.512 -1.366 -0.681
C 0.150 -0.790 0.591
C -1.350 -0.915 0.971
N -1.858 -2.285 0.618
C -3.283 -2.509 0.932
C -4.079 -2.009 -0.265
O -5.270 -2.886 -0.478
C -6.130 -2.489 -1.608
H -1.329 -1.196 -1.917
H 0.298 -0.998 -2.696
H -0.290 0.232 -1.673
H 0.448 0.255 0.495
H 0.846 -1.164 1.342
H -1.821 -0.088 0.439
H -1.440 -0.800 2.051
H -1.227 -2.952 1.037
H -3.586 -2.154 1.918
H -3.237 -3.596 0.996
H -3.462 -2.160 -1.151
H -4.346 -0.961 -0.125
H -6.269 -3.301 -2.322
H -5.756 -1.763 -2.331
H -7.194 -2.408 -1.388
C 1.529 2.782 -5.489
C 0.196 3.583 -5.767
C -0.334 4.426 -4.555
O -0.632 3.620 -3.403
C -1.323 2.480 -3.535
N 0.266 4.560 -6.849
H 1.978 2.354 -6.386
H 1.397 2.017 -4.725
H 2.258 3.483 -5.084
H -0.564 2.828 -5.969
H -1.200 5.007 -4.874
H 0.340 5.223 -4.239
H -1.536 2.136 -2.523
H -0.639 1.714 -3.900
H -2.195 2.521 -4.188
H 1.168 4.969 -7.049
H 0.162 4.078 -7.731
C -1.927 -4.946 -1.695
C -1.171 -6.051 -0.924
C -1.190 -6.073 0.676
O -0.767 -4.861 1.308
C 0.493 -4.268 0.967
N -1.681 -7.342 -1.414
H -2.036 -5.218 -2.745
H -1.499 -3.945 -1.645
H -2.963 -4.872 -1.363
H -0.100 -6.170 -1.091
H -0.516 -6.835 1.065
H -2.234 -6.221 0.952
H 1.239 -4.967 1.344
H 0.788 -3.365 1.502
H 0.718 -4.153 -0.093
H -1.585 -7.467 -2.411
H -2.645 -7.289 -1.117
C 0.808 1.287 4.395
C 1.300 0.448 5.607
C 1.092 -1.010 5.442
O 1.467 -1.500 4.122
C 1.702 -2.864 4.156
N 2.750 0.786 5.566
H 1.057 2.348 4.375
H -0.279 1.289 4.465
H 1.107 0.814 3.460
H 1.023 0.780 6.608
H 0.016 -1.184 5.400
H 1.531 -1.504 6.309
H 0.740 -3.303 3.890
H 2.070 -3.312 5.079
H 2.348 -3.100 3.311
H 3.282 0.312 6.282
H 3.309 0.383 4.827
C 0.802 4.302 2.228
C 0.136 4.835 1.012
C -0.208 3.702 -0.105
O 0.873 3.006 -0.705
C 1.707 3.702 -1.588
N -0.976 5.644 1.501
H 0.169 3.557 2.711
H 1.038 5.052 2.983
H 1.724 3.759 2.017
H 0.890 5.491 0.576
H -0.914 4.102 -0.832
H -0.840 2.897 0.270
H 2.246 3.113 -2.330
H 2.604 4.073 -1.094
H 1.386 4.594 -2.126
H -1.388 6.106 0.703
H -1.671 5.085 1.976
C -4.118 1.259 1.967
C -3.700 2.460 2.915
C -3.693 1.917 4.428
O -3.121 2.726 5.417
C -3.809 3.781 5.895
N -2.377 3.025 2.524
H -3.986 1.637 0.953
H -5.199 1.118 2.006
H -3.530 0.345 2.049
H -4.453 3.245 2.853
H -3.337 0.893 4.537
H -4.746 1.869 4.705
H -3.045 4.375 6.396
H -4.567 3.605 6.659
H -4.194 4.358 5.054
H -1.683 2.340 2.258
H -1.954 3.494 3.312
```

The value obtained for the HOMO energy (spin up / spin down) is 0.82 / -6.53 eV. The total charge is -1. Its multiplicity is 2.

---

Density functional theory data (the ωB97M-V functional and the def2-TZVPD basis) for 3 unconnected molecules or ions with the total composition C5H15NO2.

```
23
Properties=species:S:1:pos:R:3
C -0.638 -0.610 2.315
C -1.696 0.297 1.585
C -0.868 1.507 0.842
C 0.199 1.061 -0.076
C 0.016 1.127 -1.406
N 1.170 1.187 -2.235
H -0.859 -1.565 1.685
H -0.962 -0.678 3.344
H 0.391 -0.409 2.105
H -2.190 -0.290 0.795
H -2.300 0.756 2.391
H -1.642 2.166 0.430
H -0.420 2.044 1.729
H 1.201 0.782 0.358
H -0.863 1.270 -2.009
H 2.138 1.110 -1.940
H 1.084 0.940 -3.213
H 0.279 -2.410 -2.423
H -0.224 -1.032 -2.268
O 0.222 -1.739 -1.730
H 1.651 -2.075 -0.788
H 2.016 -1.464 0.622
O 2.295 -1.976 -0.112
```

Its SMILES is CCC/C=C/N.O.O. The value obtained for the HOMO energy is -7.85 eV.

---

We obtain E values of -327.066142, -212.685148, -456.814867, -645.547167, -327.912174, -361.835396, -2330.250390, -404.662502 Eh for the records listed above, in that order.